No. 1
{"formula": "C37H44Cl5Ge3MnN2O7SSe", "method": "the ωB97M-V functional and the def2-TZVPD basis", "species": ["Mn", "Cl", "C", "C", "C", "Cl", "C", "Cl", "C", "Cl", "C", "Cl", "O", "C", "O", "C", "C", "C", "C", "C", "C", "N", "O", "O", "N", "O", "O", "H", "H", "H", "C", "Ge", "C", "C", "Ge", "C", "C", "C", "C", "C", "C", "C", "C", "C", "C", "C", "C", "H", "H", "H", "H", "H", "H", "H", "H", "H", "H", "H", "H", "H", "H", "H", "H", "H", "H", "H", "C", "Ge", "C", "C", "C", "Se", "C", "H", "H", "H", "H", "H", "H", "H", "H", "H", "H", "H", "H", "H", "H", "O", "S", "C", "C", "C", "C", "H", "H", "H", "H", "H", "H", "H", "H"], "xyz": [[-0.38490, -0.10080, -0.13325], [-2.27318, 1.24969, 3.13416], [-0.66550, 0.61796, 3.07340], [-0.07147, 0.26554, 1.86260], [1.28702, 0.02800, 1.95276], [2.13816, -0.08368, 0.40706], [2.03865, -0.03131, 3.11778], [3.71514, -0.37698, 3.07201], [1.37551, 0.20907, 4.31616], [2.22477, 0.11167, 5.79716], [0.02562, 0.56768, 4.28646], [-0.76449, 0.95424, 5.75963], [0.25721, -0.60520, -3.76617], [0.49769, 0.34100, -3.03956], [-0.00255, 0.50341, -1.84967], [1.39014, 1.45353, -3.49502], [2.15469, 2.18513, -2.60164], [2.97557, 3.17342, -3.10000], [3.06722, 3.49030, -4.44018], [2.28131, 2.73822, -5.29289], [1.45857, 1.71753, -4.86150], [2.32957, 3.04444, -6.74424], [1.62238, 2.38123, -7.46888], [3.06986, 3.93401, -7.09396], [3.78967, 3.95291, -2.12937], [4.56523, 4.76045, -2.58261], [3.59498, 3.73270, -0.95198], [2.09877, 2.02172, -1.53637], [3.71274, 4.27632, -4.80053], [0.88337, 1.14127, -5.57028], [-4.81089, 2.83876, 1.83437], [-4.53972, 1.83041, 0.20524], [-6.06874, 0.73959, -0.31007], [-4.23661, 3.04357, -1.27960], [-2.80449, 0.10026, 0.39763], [-3.26704, -1.32905, 1.63868], [-4.45104, -1.20373, 2.36717], [-4.86186, -2.18888, 3.25176], [-4.07968, -3.31916, 3.43807], [-2.88814, -3.44999, 2.74052], [-2.48686, -2.46538, 1.84829], [-2.60613, -0.69372, -1.38128], [-2.73148, 0.19251, -2.45933], [-3.08332, -0.27328, -3.71393], [-3.30383, -1.62903, -3.90215], [-3.18451, -2.51568, -2.84294], [-2.82038, -2.06027, -1.58557], [-5.56723, 3.59789, 1.62905], [-3.89126, 3.34229, 2.12656], [-5.16461, 2.22333, 2.65974], [-6.91044, 1.42162, -0.44383], [-6.34956, -0.02723, 0.40558], [-5.86172, 0.26393, -1.26912], [-4.91319, 3.88971, -1.14698], [-4.47895, 2.55658, -2.22337], [-3.22288, 3.43149, -1.33038], [-5.06186, -0.31375, 2.27902], [-5.78336, -2.06606, 3.80475], [-4.39183, -4.08758, 4.13237], [-2.26294, -4.31930, 2.89714], [-1.54162, -2.58764, 1.33249], [-2.56570, 1.25119, -2.31338], [-3.18087, 0.41674, -4.54116], [-3.57841, -1.99682, -4.88186], [-3.38823, -3.56793, -2.99485], [-2.77129, -2.75368, -0.75664], [-1.18846, 4.86815, 3.31948], [-0.87182, 5.84910, 1.67606], [-0.18510, 7.62839, 2.04962], [-2.49524, 5.95958, 0.61366], [0.51752, 4.86904, 0.69985], [-0.03348, 3.17898, -0.12490], [-0.53921, 3.91175, -1.84497], [-2.15257, 5.12246, 3.76058], [-0.41144, 5.09702, 4.04922], [-1.17535, 3.79838, 3.12477], [-0.87780, 8.21238, 2.65330], [-0.00676, 8.16752, 1.11952], [0.75750, 7.55618, 2.59200], [-3.29332, 6.41717, 1.19857], [-2.82638, 4.96657, 0.31131], [-2.33961, 6.56651, -0.27865], [1.32644, 4.61536, 1.38772], [0.97449, 5.44930, -0.10255], [0.34470, 4.28615, -2.35842], [-0.98103, 3.11378, -2.43650], [-1.25491, 4.71830, -1.70749], [-0.09062, -1.99533, -0.31901], [0.30233, -3.37842, -0.83935], [2.09564, -3.37373, -0.87080], [2.48739, -2.64750, -2.15156], [1.58980, -3.25466, -3.22542], [0.17484, -3.29723, -2.64224], [2.39606, -4.42365, -0.88601], [2.42398, -2.92781, 0.06712], [3.54731, -2.77156, -2.36966], [2.29086, -1.57816, -2.04820], [1.93090, -4.26499, -3.45909], [1.58725, -2.67586, -4.14720], [-0.43149, -4.13665, -2.97621], [-0.36225, -2.36449, -2.82680]], "forces_ev_per_a": [[-0.183, 0.125, -1.037], [-0.013, -0.009, -0.098], [0.072, -0.031, 0.148], [-0.188, -0.033, 0.077], [0.386, 0.003, -0.029], [-0.353, -0.006, 0.124], [-0.075, 0.017, -0.074], [0.003, 0.002, 0.023], [-0.014, -0.009, -0.015], [0.002, 0.007, 0.013], [0.041, 0.002, 0.053], [0.002, 0.010, 0.008], [0.055, 0.162, -0.091], [-0.306, -0.090, 0.279], [0.593, 0.310, -0.291], [-0.017, -0.065, -0.439], [-0.104, -0.064, -0.036], [0.315, 0.252, 0.173], [-0.102, -0.145, 0.067], [0.016, 0.062, -0.191], [0.132, 0.066, 0.212], [0.010, -0.043, 0.192], [-0.050, -0.034, -0.096], [0.044, 0.065, -0.064], [-0.274, -0.096, -0.213], [0.099, 0.066, 0.042], [0.091, 0.025, 0.077], [0.018, -0.039, 0.011], [-0.001, -0.001, -0.007], [-0.019, -0.019, 0.003], [-0.020, 0.065, 0.137], [0.170, 0.036, -0.074], [-0.108, -0.044, -0.079], [0.037, 0.139, -0.154], [-0.463, -0.330, 0.894], [-0.111, -0.066, 0.066], [-0.029, 0.031, 0.051], [0.029, -0.006, -0.011], [0.001, 0.015, -0.013], [-0.021, -0.002, 0.018], [0.147, -0.054, -0.018], [0.626, 0.198, -0.218], [-0.123, -0.162, -0.092], [0.037, 0.129, 0.069], [-0.027, -0.021, -0.105], [-0.034, -0.121, 0.139], [-0.229, 0.084, -0.023], [-0.011, 0.006, -0.001], [0.010, 0.043, 0.042], [0.035, -0.029, 0.034], [-0.044, -0.036, -0.014], [0.002, -0.015, 0.064], [-0.014, -0.024, -0.017], [0.000, 0.015, -0.030], [-0.022, 0.010, -0.003], [0.069, 0.000, 0.040], [-0.018, 0.046, -0.068], [-0.013, -0.002, 0.001], [0.003, -0.006, 0.008], [0.007, -0.010, -0.009], [-0.062, 0.069, 0.006], [0.078, 0.009, 0.024], [-0.001, 0.000, -0.016], [-0.009, -0.009, -0.011], [0.011, -0.008, 0.004], [0.078, -0.009, 0.012], [-0.035, -0.028, 0.157], [-0.053, 0.155, 0.045], [0.108, 0.067, -0.026], [-0.126, -0.021, -0.103], [0.211, -0.164, -0.022], [-0.172, -0.016, 0.144], [0.043, 0.073, -0.052], [-0.003, 0.011, 0.007], [0.009, -0.024, 0.012], [-0.008, -0.113, 0.015], [-0.060, -0.022, 0.019], [0.024, 0.035, -0.003], [0.027, 0.035, 0.001], [-0.006, 0.024, 0.010], [-0.011, -0.033, -0.019], [-0.020, 0.003, -0.020], [-0.017, -0.036, -0.027], [-0.023, -0.002, -0.018], [-0.008, 0.023, 0.008], [-0.021, -0.029, -0.015], [-0.045, -0.009, -0.001], [-0.052, -0.469, 0.308], [-0.168, 0.354, 0.173], [0.154, 0.042, 0.054], [-0.016, -0.031, 0.011], [-0.001, -0.070, -0.021], [-0.024, -0.003, -0.042], [0.014, -0.033, -0.035], [0.045, 0.004, -0.029], [-0.001, -0.029, 0.001], [-0.015, -0.006, -0.009], [0.011, -0.007, 0.002], [-0.006, 0.024, 0.047], [0.014, -0.041, -0.012], [0.073, -0.096, -0.033]], "largest_force_ev_per_a": 1.1, "s2": 1.0542, "total_energy_ha": -14554.3640, "multiplicity": 2, "orbital_gap_ev": [5.95, 6.70], "charge": 1}

***

No. 2
{"formula": "C25H35F5INO19S", "method": "the ωB97M-V functional and the def2-TZVPD basis", "species": ["C", "C", "C", "C", "O", "S", "O", "O", "O", "C", "I", "C", "C", "C", "C", "C", "N", "H", "H", "H", "H", "H", "H", "H", "H", "H", "H", "H", "H", "H", "H", "H", "H", "H", "H", "H", "H", "O", "C", "O", "C", "C", "F", "O", "H", "H", "H", "O", "C", "O", "C", "C", "F", "O", "H", "H", "H", "O", "C", "O", "C", "C", "F", "O", "H", "H", "H", "O", "C", "O", "C", "C", "F", "O", "H", "H", "H", "O", "C", "O", "C", "C", "F", "O", "H", "H", "H"], "xyz": [[-3.09381, 1.12501, -0.69381], [-2.84417, 0.78840, 0.78536], [-3.96679, -0.05014, 1.40409], [-3.65707, -0.74846, 2.71871], [-2.61859, -1.75473, 2.45164], [-1.19341, -1.32517, 2.96367], [-0.32631, -1.07989, 1.85965], [-0.77215, -2.21614, 3.99593], [-1.63729, 0.07472, 3.56997], [-3.04485, 0.04370, 3.90179], [-3.79497, 2.04066, 3.96469], [-3.31412, -0.62778, 5.24966], [-2.87296, 0.07274, 6.55193], [-1.49143, 0.74954, 6.61787], [-0.33250, -0.23693, 6.88098], [0.92277, -0.00205, 6.03444], [1.76399, -1.20605, 6.01382], [-2.84818, 2.16508, -0.90409], [-2.49057, 0.49921, -1.35484], [-4.14195, 0.98167, -0.97521], [-1.90205, 0.24995, 0.87191], [-2.73772, 1.71799, 1.34587], [-4.24707, -0.84885, 0.70801], [-4.86293, 0.56235, 1.54546], [-4.53376, -1.29962, 3.05979], [-4.40487, -0.72823, 5.27806], [-2.91217, -1.64536, 5.21280], [-2.86357, -0.70135, 7.32649], [-3.65344, 0.77972, 6.84059], [-1.28312, 1.35559, 5.73417], [-1.54590, 1.46080, 7.44737], [-0.65743, -1.27052, 6.72730], [-0.04215, -0.16445, 7.93294], [0.63155, 0.32811, 5.03139], [1.51507, 0.80486, 6.47429], [1.54410, -1.76751, 5.20226], [2.74031, -0.95416, 5.93408], [-2.32903, 4.56079, -2.19092], [-1.35978, 4.14635, -2.72863], [-0.73872, 2.98588, -2.42023], [0.27813, 2.73529, -3.39576], [0.54201, 4.12742, -3.93371], [0.84158, 4.12459, -5.25512], [-0.70017, 4.77479, -3.73999], [-0.11778, 2.09255, -4.18046], [1.13861, 2.26549, -2.92867], [1.31725, 4.68459, -3.40433], [4.99547, -4.48924, 0.19397], [4.14219, -4.03056, 0.86921], [3.36887, -4.72395, 1.73676], [2.58351, -3.80193, 2.49475], [2.57013, -2.58484, 1.59220], [2.59829, -1.42364, 2.29573], [3.78088, -2.71246, 0.87634], [3.09534, -3.57082, 3.43095], [1.60000, -4.21629, 2.69468], [1.73533, -2.54704, 0.89383], [0.61957, -0.08573, -5.22166], [-0.37586, -0.32258, -5.82583], [-0.79905, -1.55735, -6.15614], [-2.10541, -1.45232, -6.73352], [-2.13637, -0.00536, -7.19197], [-3.35557, 0.55502, -7.05262], [-1.23099, 0.61706, -6.29208], [-2.85610, -1.61499, -5.95889], [-2.21750, -2.17891, -7.53166], [-1.78392, 0.16215, -8.21082], [5.24905, -3.80023, -6.65956], [4.56308, -2.83992, -6.60836], [4.70351, -1.82170, -5.72716], [3.80910, -0.77043, -6.09488], [2.76652, -1.51343, -6.90257], [2.27261, -0.77012, -7.92811], [3.49805, -2.60051, -7.42823], [4.33257, -0.05179, -6.72836], [3.41119, -0.28268, -5.21089], [1.92809, -1.88914, -6.31693], [0.52831, 3.98331, 1.83079], [1.22166, 3.21120, 1.26599], [1.82636, 2.13923, 1.82987], [2.45426, 1.36778, 0.80415], [2.60226, 2.38317, -0.31205], [2.42989, 1.83385, -1.54356], [1.55054, 3.28670, -0.05777], [1.78410, 0.56230, 0.49810], [3.39118, 0.95455, 1.16411], [3.54628, 2.93121, -0.30902]], "forces_ev_per_a": [[-0.167, 0.010, 0.013], [-0.030, 0.014, -0.075], [-0.030, 0.065, -0.108], [0.217, 0.025, -0.128], [-0.128, -0.150, 0.168], [0.052, 0.052, -0.092], [0.066, -0.140, 0.250], [0.026, 0.122, -0.258], [0.052, 0.074, 0.148], [-0.197, -0.045, 0.074], [0.043, 0.181, 0.122], [-0.083, -0.044, -0.006], [0.149, -0.039, -0.047], [0.032, -0.071, 0.147], [-0.035, 0.110, -0.028], [-0.014, -0.074, 0.140], [0.098, 0.155, -0.009], [0.046, -0.061, -0.052], [-0.049, 0.004, 0.027], [0.042, 0.018, 0.071], [-0.018, 0.108, -0.030], [0.074, -0.107, -0.013], [0.016, 0.020, 0.061], [0.043, -0.046, -0.011], [0.115, -0.039, 0.056], [0.084, -0.095, 0.115], [0.095, 0.078, -0.120], [-0.196, 0.042, -0.023], [0.090, 0.075, -0.090], [-0.084, -0.065, -0.073], [0.049, 0.006, -0.088], [-0.013, 0.061, -0.131], [-0.043, -0.189, -0.030], [0.022, 0.001, -0.033], [-0.103, 0.053, -0.069], [-0.133, -0.106, 0.005], [0.003, 0.005, -0.022], [-0.109, 0.025, -0.010], [0.059, -0.150, 0.003], [-0.032, -0.020, -0.006], [0.080, -0.061, -0.074], [-0.096, -0.048, 0.073], [-0.045, -0.024, -0.073], [0.105, 0.136, 0.110], [0.015, 0.053, -0.091], [-0.321, 0.176, -0.122], [0.056, 0.005, -0.081], [0.057, -0.012, -0.006], [0.008, 0.029, 0.080], [0.018, -0.038, 0.026], [-0.009, 0.010, 0.041], [0.020, 0.008, 0.036], [0.117, 0.009, 0.066], [-0.138, -0.061, -0.127], [-0.043, 0.043, 0.013], [0.017, -0.052, -0.071], [-0.082, 0.132, 0.028], [0.016, -0.001, 0.094], [-0.004, 0.044, 0.004], [-0.009, -0.046, 0.013], [-0.048, -0.015, 0.014], [0.106, 0.017, 0.014], [-0.038, -0.014, 0.084], [0.056, -0.009, -0.143], [-0.042, 0.011, -0.040], [0.097, 0.006, -0.013], [-0.096, 0.033, -0.018], [0.052, -0.043, -0.025], [0.003, 0.108, -0.043], [0.052, 0.001, -0.002], [-0.018, 0.088, -0.014], [-0.029, -0.109, 0.063], [0.046, 0.026, -0.053], [-0.081, -0.089, 0.093], [-0.051, 0.032, -0.008], [0.012, -0.094, 0.048], [-0.025, 0.041, -0.059], [-0.032, -0.038, -0.042], [-0.065, -0.123, 0.160], [-0.021, 0.057, -0.040], [-0.090, -0.121, -0.030], [0.023, 0.182, 0.346], [0.186, -0.183, 0.147], [0.179, 0.084, -0.114], [0.021, -0.012, -0.034], [-0.005, 0.077, 0.067], [0.037, -0.080, -0.144]], "largest_force_ev_per_a": 0.4, "smiles": "CCC[C@H]1OS(=O)(=O)O[C@]1(I)CCCCCN.O=C1OC[C@@H](F)O1.O=C1OC[C@@H](F)O1.O=C1OC[C@@H](F)O1.O=C1OC[C@@H](F)O1.O=C1OC[C@@H](F)O1", "total_energy_ha": -3653.2105, "orbital_gap_ev": 9.26}

***

No. 3
{"formula": "C4H5NO", "method": "the ωB97M-V functional and the def2-TZVPD basis", "species": ["H", "N", "C", "O", "C", "C", "C", "H", "H", "H", "H"], "xyz": [[0.05236, 0.94250, 3.11828], [-0.01759, 0.84099, 2.10942], [-0.07341, -0.38590, 1.80583], [-0.16302, -0.82801, 0.55084], [-0.19436, 0.17743, -0.44570], [-0.30350, -0.43701, -1.75474], [-0.44898, -0.47504, -2.94819], [-0.05772, -1.25618, 2.46349], [0.70080, 0.80720, -0.41160], [-1.04783, 0.84672, -0.30142], [-0.49655, -0.62408, -3.99539]], "forces_ev_per_a": [[-0.016, 0.042, -0.068], [0.000, -0.414, 0.043], [0.035, 0.112, 0.211], [0.030, -0.127, 0.046], [-0.016, 0.248, -0.046], [-0.208, 0.812, -0.890], [0.244, -0.560, 0.386], [0.015, 0.193, 0.192], [-0.017, -0.170, 0.160], [0.032, -0.109, 0.155], [-0.099, -0.026, -0.188]], "largest_force_ev_per_a": 1.2, "smiles": "[H]/N=C/OCC#C", "total_energy_ha": -285.3197, "orbital_gap_ev": 11.10, "e_above_lowest_ev": 2.5827}